{"formula": "C6H6Cl16FN2O2PS2", "method": "ωB97M-V/def2-TZVPD", "charge": 0, "relative_energy_ev": 4.121, "smiles": "[H]/N=C/CN([PH2]=S)S(=O)(=O)F.ClC(Cl)(Cl)Cl.ClC(Cl)(Cl)Cl.ClC(Cl)(Cl)Cl.ClC(Cl)(Cl)Cl", "lumo_energy_ev": -1.139, "total_energy_ev": -247423.725, "elements": ["H", "N", "C", "C", "N", "P", "S", "S", "O", "O", "F", "H", "H", "H", "H", "H", "Cl", "C", "Cl", "Cl", "Cl", "Cl", "C", "Cl", "Cl", "Cl", "Cl", "C", "Cl", "Cl", "Cl", "Cl", "C", "Cl", "Cl", "Cl"], "positions_angstrom": [[0.12, -0.58, 4.06], [-0.51, -0.27, 3.27], [0.20, -0.33, 2.06], [-0.54, 0.11, 0.67], [0.33, 0.86, -0.32], [1.72, -0.10, -0.90], [3.42, 0.83, -0.93], [0.79, 2.45, 0.24], [1.31, 3.40, -0.90], [1.73, 2.44, 1.49], [-0.69, 3.20, 0.80], [1.33, -0.68, 2.17], [-0.90, -0.89, 0.11], [-1.50, 0.76, 0.89], [1.89, -1.34, -0.16], [1.39, -0.52, -2.27], [-0.02, 6.57, 5.18], [-0.32, 5.70, 3.65], [-2.01, 5.93, 3.15], [0.77, 6.34, 2.38], [0.00, 3.96, 3.88], [2.94, -0.14, 3.52], [3.28, -1.60, 4.48], [3.16, -3.04, 3.44], [4.93, -1.50, 5.15], [2.10, -1.73, 5.81], [-1.33, -2.76, -4.08], [0.20, -2.30, -4.86], [0.04, -0.68, -5.58], [1.50, -2.29, -3.64], [0.60, -3.48, -6.14], [-4.73, -3.70, -3.60], [-5.19, -3.66, -5.32], [-5.72, -2.02, -5.76], [-3.78, -4.12, -6.32], [-6.52, -4.81, -5.61]]}